[1]
DFT (ωB97M-V/def2-TZVPD) results for C35H28N8O7STl as an isolated structure.

Total energy: -78534.2332 eV
Energy above the lowest of the compared OMol25 structures with the same formula, charge and spin: 8.3 kcal/mol
Net charge: -1
Frontier orbital gap: 6.39 eV

Atoms and positions in Å:
Tl  -0.75  0.03  -0.14
O  -0.12  -3.48  2.96
C  -0.50  -2.54  2.25
O  -0.31  -2.35  1.02
C  -1.29  -1.43  2.99
C  -1.59  -1.55  4.34
C  -2.25  -0.51  4.97
C  -2.59  0.62  4.25
C  -2.27  0.66  2.90
N  -1.65  -0.35  2.30
C  -2.58  1.88  2.03
O  -2.83  2.95  2.63
O  -2.50  1.71  0.79
H  -1.27  -2.45  4.86
H  -2.49  -0.58  6.03
H  -3.08  1.48  4.69
O  -6.31  -4.52  -3.78
N  -5.47  -4.09  -4.54
O  -5.35  -4.45  -5.70
C  -4.56  -3.04  -4.05
C  -4.08  -2.20  -4.99
C  -3.24  -1.10  -4.63
C  -2.74  -0.19  -5.58
C  -1.95  0.84  -5.15
C  -1.68  0.96  -3.78
N  -2.15  0.13  -2.88
C  -2.91  -0.90  -3.28
C  -3.39  -1.84  -2.28
N  -3.00  -1.64  -1.01
C  -3.40  -2.47  -0.08
C  -4.22  -3.57  -0.35
C  -4.64  -3.79  -1.63
C  -4.23  -2.91  -2.65
H  -4.35  -2.35  -6.03
H  -2.99  -0.32  -6.62
H  -1.54  1.56  -5.85
H  -1.04  1.76  -3.40
H  -3.04  -2.27  0.93
H  -4.51  -4.24  0.45
H  -5.27  -4.64  -1.86
N  -1.48  4.20  0.51
C  -0.67  5.21  0.23
N  -0.73  6.31  1.04
N  0.18  5.26  -0.78
C  0.28  4.17  -1.51
N  0.39  3.22  -2.17
H  -2.05  4.08  1.35
H  -1.48  3.38  -0.07
H  -1.11  6.18  1.96
H  0.08  6.91  0.98
O  2.01  0.23  1.28
S  2.59  -0.40  0.06
C  2.98  -2.13  0.48
C  3.76  -2.29  1.74
C  3.11  -2.26  2.97
C  3.84  -2.36  4.15
C  5.22  -2.50  4.11
C  5.88  -2.55  2.88
C  5.15  -2.44  1.71
C  4.28  0.27  -0.04
C  4.17  1.73  -0.36
C  3.87  2.65  0.64
C  3.66  3.99  0.33
C  3.76  4.42  -0.99
C  4.06  3.52  -1.99
C  4.26  2.18  -1.68
H  3.49  -2.55  -0.39
H  1.98  -2.58  0.56
H  2.03  -2.18  3.00
H  3.32  -2.34  5.09
H  5.79  -2.58  5.03
H  6.95  -2.67  2.85
H  5.66  -2.48  0.75
H  4.82  -0.27  -0.82
H  4.75  0.09  0.93
H  3.76  2.30  1.66
H  3.40  4.68  1.11
H  3.56  5.46  -1.23
H  4.11  3.84  -3.02
H  4.47  1.47  -2.47

=====

[2]
DFT (ωB97M-V/def2-TZVPD) results for C35H28NO11S3 as an isolated structure in a non-equilibrium geometry.

Total energy: -93269.3310 eV
Net charge: -1
Frontier orbital gap: 6.45 eV

Atoms and positions in Å:
C  -1.45  -6.05  -0.89
C  -2.10  -4.79  -1.53
O  -1.72  -3.70  -1.34
O  -3.20  -5.05  -2.34
C  -4.11  -3.96  -2.35
O  -4.38  -3.49  -3.38
C  -4.72  -3.39  -1.04
S  -6.06  -2.16  -1.32
O  -6.53  -1.74  -0.01
O  -5.41  -1.03  -1.96
N  -7.22  -2.69  -2.36
S  -8.50  -3.42  -1.60
O  -9.43  -3.82  -2.66
O  -9.24  -2.58  -0.67
C  -8.01  -5.01  -0.82
C  -7.50  -5.97  -1.93
C  -6.81  -7.26  -1.37
S  -7.81  -8.22  -0.16
H  -1.15  -5.83  0.15
H  -0.60  -6.41  -1.49
H  -2.23  -6.84  -0.91
H  -3.91  -2.82  -0.55
H  -5.00  -4.18  -0.31
H  -8.93  -5.47  -0.41
H  -7.30  -4.86  0.02
H  -6.77  -5.46  -2.60
H  -8.37  -6.30  -2.53
H  -5.86  -6.95  -0.88
H  -6.61  -7.95  -2.21
H  -7.93  -7.45  0.96
C  -2.12  1.75  -1.33
C  -2.56  0.45  -1.11
C  -1.97  -0.32  -0.12
C  -0.93  0.19  0.64
C  -0.46  1.49  0.39
C  -1.07  2.27  -0.59
C  0.68  2.03  1.16
O  1.09  3.17  0.95
C  1.34  1.18  2.18
C  2.45  1.66  2.86
C  3.06  0.87  3.83
C  2.56  -0.39  4.12
C  1.46  -0.88  3.43
C  0.85  -0.10  2.46
C  -0.32  -0.64  1.70
O  -0.75  -1.75  1.96
H  -2.58  2.35  -2.10
H  -3.38  0.04  -1.70
H  -2.33  -1.33  0.06
H  -0.72  3.27  -0.77
H  2.84  2.64  2.64
H  3.93  1.25  4.35
H  3.04  -1.00  4.88
H  1.07  -1.86  3.66
C  10.48  6.05  0.58
C  10.42  4.74  1.04
C  9.21  4.06  1.05
C  8.06  4.70  0.60
C  8.11  6.02  0.16
C  9.33  6.69  0.14
C  6.88  6.73  -0.27
O  6.94  7.88  -0.66
C  5.59  6.01  -0.22
C  4.42  6.67  -0.57
C  3.20  6.00  -0.53
C  3.15  4.66  -0.16
C  4.32  4.00  0.20
C  5.54  4.67  0.18
C  6.77  3.95  0.59
O  6.73  2.78  0.92
H  11.43  6.58  0.57
H  11.32  4.25  1.40
H  9.17  3.04  1.40
H  9.38  7.72  -0.21
H  4.45  7.71  -0.86
H  2.29  6.52  -0.80
H  2.20  4.14  -0.14
H  4.27  2.95  0.49

=====

[3]
DFT (ωB97M-V/def2-TZVPD) results for C35H29AsF5N5OS3Tc as an isolated structure in a non-equilibrium geometry.

Total energy: -155391.6484 eV
Energy above the lowest of the compared OMol25 structures with the same formula, charge and spin: 27.5 kcal/mol
Spin multiplicity: 2
Expectation value of S²: 0.777
Net charge: 0
Frontier orbital gap (alpha / beta): 5.98 / 5.86 eV

Atoms and positions in Å:
Tc  -0.17  1.73  1.75
C  2.83  2.52  -1.30
C  1.63  2.49  -0.41
N  1.64  1.88  0.73
N  2.84  1.40  1.15
C  3.05  0.22  1.57
N  4.25  -0.04  2.19
S  0.57  0.16  3.17
C  0.37  3.13  -0.77
C  0.15  3.74  -2.00
C  -1.06  4.35  -2.25
C  -2.04  4.33  -1.27
C  -1.78  3.67  -0.08
N  -0.60  3.07  0.16
H  3.73  2.37  -0.70
H  2.90  3.47  -1.83
H  2.79  1.71  -2.03
H  4.75  0.76  2.54
H  4.29  -0.87  2.74
H  0.94  3.75  -2.74
H  -1.24  4.84  -3.19
H  -3.00  4.80  -1.42
H  -2.52  3.58  0.71
F  5.82  -4.50  -1.95
C  5.00  -3.75  -1.23
C  4.90  -2.40  -1.48
F  5.63  -1.85  -2.45
C  4.02  -1.63  -0.74
F  3.94  -0.34  -1.06
C  3.24  -2.16  0.27
S  2.04  -1.26  1.34
C  3.36  -3.53  0.48
F  2.61  -4.12  1.41
C  4.22  -4.32  -0.25
F  4.31  -5.62  -0.01
O  -0.61  0.33  0.16
As  -1.14  -1.04  -0.60
C  -0.04  -1.30  -2.14
C  0.91  -2.31  -2.28
C  1.76  -2.31  -3.37
C  1.69  -1.29  -4.31
C  0.75  -0.27  -4.17
C  -0.12  -0.28  -3.08
C  -1.20  -2.49  0.63
C  -1.54  -2.12  1.93
C  -1.52  -3.08  2.93
C  -1.18  -4.39  2.63
C  -0.90  -4.76  1.32
C  -0.90  -3.81  0.31
C  -2.87  -0.57  -1.27
C  -3.38  -1.10  -2.45
C  -4.60  -0.65  -2.94
C  -5.30  0.34  -2.25
C  -4.78  0.87  -1.07
C  -3.56  0.42  -0.58
H  0.98  -3.10  -1.54
H  2.50  -3.10  -3.48
H  2.38  -1.28  -5.15
H  0.69  0.52  -4.90
H  -0.85  0.50  -2.97
H  -1.78  -1.09  2.17
H  -1.74  -2.79  3.95
H  -1.14  -5.14  3.42
H  -0.65  -5.79  1.09
H  -0.66  -4.10  -0.70
H  -2.83  -1.86  -3.00
H  -5.00  -1.05  -3.86
H  -6.25  0.69  -2.63
H  -5.32  1.64  -0.53
H  -3.14  0.84  0.33
S  -2.54  1.82  2.77
C  -2.72  3.18  5.80
C  -2.10  3.97  4.64
C  -1.56  3.08  3.56
N  -0.37  3.09  3.11
H  -3.12  3.86  6.55
H  -1.97  2.54  6.27
H  -3.53  2.54  5.43
H  -1.28  4.60  5.00
H  -2.86  4.62  4.20

=====

[4]
DFT (ωB97M-V/def2-TZVPD) results for C35H29BrF4N8OPRu as an isolated structure.

Total energy: -143506.2748 eV
Energy above the lowest of the compared OMol25 structures with the same formula, charge and spin: 0.0 kcal/mol
Spin multiplicity: 2
Expectation value of S²: 0.758
Net charge: +2
Frontier orbital gap (alpha / beta): 8.02 / 7.31 eV

Atoms and positions in Å:
Ru  -0.40  0.27  -0.57
F  6.72  0.08  -1.86
C  5.56  0.04  -1.25
C  5.49  0.02  0.13
F  6.59  0.05  0.85
C  4.25  -0.02  0.75
F  4.23  -0.04  2.08
C  3.06  -0.05  0.03
P  1.47  0.03  0.94
C  1.53  -1.40  2.04
C  0.84  -1.40  3.26
C  0.83  -2.54  4.05
C  1.50  -3.68  3.63
C  2.18  -3.69  2.42
C  2.19  -2.55  1.63
C  1.70  1.57  1.86
C  1.97  1.64  3.22
C  2.23  2.87  3.80
C  2.24  4.03  3.03
C  2.00  3.95  1.66
C  1.72  2.73  1.08
C  3.17  -0.04  -1.35
Br  1.62  -0.16  -2.44
C  4.39  0.00  -2.00
F  4.46  -0.01  -3.32
H  0.30  -0.53  3.59
H  0.31  -2.54  4.99
H  1.50  -4.57  4.25
H  2.70  -4.58  2.09
H  2.73  -2.57  0.68
H  2.02  0.74  3.82
H  2.44  2.93  4.86
H  2.46  4.98  3.49
H  2.04  4.84  1.05
H  1.56  2.68  0.01
C  -1.86  3.62  1.70
C  -2.44  3.02  2.82
C  -2.48  1.64  2.89
C  -1.93  0.88  1.87
N  -1.34  1.48  0.81
C  -1.32  2.82  0.73
C  -1.91  -0.58  1.79
C  -2.54  -1.42  2.71
C  -2.41  -2.78  2.59
C  -1.65  -3.31  1.55
C  -1.04  -2.48  0.62
C  -1.18  -1.10  0.71
H  -1.81  4.69  1.60
H  -2.86  3.62  3.61
H  -2.93  1.14  3.74
H  -0.83  3.24  -0.14
H  -3.12  -1.00  3.52
H  -2.89  -3.44  3.30
H  -1.53  -4.38  1.46
H  -0.45  -2.92  -0.17
C  -3.99  2.44  -4.53
N  -2.86  2.28  -3.63
C  -1.66  3.09  -3.69
C  -0.84  2.50  -2.56
O  0.25  2.87  -2.16
N  -1.54  1.46  -2.01
C  -2.71  1.36  -2.68
N  -3.63  0.46  -2.36
H  -4.12  3.50  -4.74
H  -4.90  2.09  -4.05
H  -3.83  1.90  -5.47
H  -1.87  4.15  -3.52
H  -1.13  2.99  -4.64
H  -3.39  -0.25  -1.69
H  -4.45  0.32  -2.92
N  -1.82  -4.72  -4.96
C  -1.22  -3.86  -4.14
N  0.08  -4.03  -3.86
N  -1.96  -2.88  -3.64
C  -1.45  -2.05  -2.79
N  -1.11  -1.24  -2.03
H  -1.33  -5.49  -5.39
H  -2.80  -4.60  -5.15
H  0.63  -4.76  -4.29
H  0.57  -3.35  -3.30

=====

[5]
DFT (ωB97M-V/def2-TZVPD) results for C35H29BrN8OSeTl as an isolated structure in a non-equilibrium geometry.

Total energy: -190815.6354 eV
Energy above the lowest of the compared OMol25 structures with the same formula, charge and spin: 55.7 kcal/mol
Net charge: -1
Frontier orbital gap: 6.49 eV

Atoms and positions in Å:
Tl  -0.36  1.28  2.68
C  0.53  1.80  -2.32
C  1.49  1.08  -1.38
C  1.94  1.76  -0.07
C  2.37  1.01  1.01
C  3.04  1.68  2.07
C  3.05  3.04  2.07
C  2.51  3.70  0.99
N  2.04  3.09  -0.11
N  -0.88  1.80  -1.87
C  -1.50  3.07  -2.13
C  -2.65  3.33  -1.18
C  -3.93  3.35  -1.57
C  -4.89  3.66  -0.61
C  -4.47  3.98  0.62
C  -3.08  3.78  0.95
N  -2.21  3.51  0.04
C  -1.50  0.56  -2.20
C  -2.95  0.37  -1.72
C  -3.98  0.36  -2.70
C  -5.26  0.29  -2.21
C  -5.50  0.24  -0.88
C  -4.43  0.05  -0.02
N  -3.19  0.11  -0.45
H  0.74  1.56  -3.40
H  0.79  2.87  -2.31
H  2.40  0.86  -1.91
H  1.04  0.11  -1.14
H  2.35  -0.04  0.97
H  3.48  1.11  2.86
H  3.42  3.57  2.93
H  2.49  4.79  0.88
H  -1.86  3.13  -3.20
H  -0.75  3.85  -1.88
H  -4.19  3.22  -2.62
H  -5.93  3.75  -0.83
H  -5.06  4.30  1.45
H  -2.70  3.84  2.00
H  -0.88  -0.18  -1.63
H  -1.41  0.25  -3.22
H  -3.79  0.40  -3.80
H  -6.11  0.38  -2.89
H  -6.49  0.22  -0.43
H  -4.56  -0.23  1.02
Br  3.83  -1.26  -4.01
C  3.81  -2.48  -2.57
C  3.58  -3.84  -2.78
C  3.60  -4.70  -1.69
C  3.80  -4.18  -0.36
C  4.17  -2.83  -0.25
C  4.13  -1.96  -1.32
N  3.84  -5.15  0.63
N  3.77  -4.96  1.89
C  3.03  -3.86  2.35
C  3.28  -3.49  3.68
C  2.75  -2.28  4.17
C  1.83  -1.51  3.34
O  1.30  -0.43  3.74
C  1.30  -2.13  2.09
N  0.14  -1.52  1.65
C  -0.42  -2.05  0.57
C  -0.02  -3.34  0.08
C  1.19  -3.92  0.56
C  1.94  -3.28  1.61
H  3.56  -4.22  -3.76
H  3.39  -5.73  -1.78
H  4.33  -2.53  0.78
H  4.32  -0.94  -1.24
H  3.95  -4.02  4.33
H  2.69  -1.90  5.21
H  -1.23  -1.49  0.04
H  -0.54  -3.78  -0.78
H  1.48  -4.94  0.25
Se  -5.45  1.90  4.30
C  -3.82  1.30  3.72
N  -2.74  0.85  3.62

=====

[6]
DFT (ωB97M-V/def2-TZVPD) results for C35H30AuN4O3S as an isolated structure.

Total energy: -63404.3087 eV
Spin multiplicity: 3
Expectation value of S²: 2.008
Net charge: +1
Frontier orbital gap (alpha / beta): 7.44 / 5.77 eV

Atoms and positions in Å:
Au  0.38  -0.02  -0.08
S  0.39  4.13  -2.13
C  -1.29  3.85  -1.76
C  -2.39  4.64  -2.05
C  -3.63  4.20  -1.63
C  -3.77  2.99  -0.93
C  -2.67  2.21  -0.64
C  -1.42  2.64  -1.06
N  -0.21  2.00  -0.86
C  0.81  2.64  -1.36
C  2.15  2.09  -1.22
C  3.30  2.75  -1.64
C  4.54  2.17  -1.44
C  4.63  0.93  -0.81
C  3.48  0.26  -0.39
C  2.24  0.84  -0.60
H  -2.28  5.58  -2.59
H  -4.51  4.80  -1.84
H  -4.75  2.68  -0.61
H  -2.76  1.27  -0.10
H  3.22  3.72  -2.12
H  5.43  2.67  -1.77
H  5.60  0.48  -0.65
H  3.57  -0.70  0.09
C  1.90  -4.59  0.00
O  0.97  -3.85  -0.79
C  0.06  -4.63  -1.45
C  0.43  -5.38  -2.55
C  -0.50  -6.19  -3.19
C  -1.81  -6.24  -2.73
C  -2.19  -5.47  -1.65
C  -1.26  -4.65  -1.00
N  -1.68  -3.88  0.11
C  -1.23  -2.62  0.43
N  -1.06  -2.42  1.75
C  -0.71  -1.27  2.48
C  -0.23  -0.09  1.94
C  0.06  1.00  2.75
C  -0.09  0.89  4.12
C  -0.54  -0.30  4.69
C  -0.85  -1.37  3.88
O  -1.30  -2.58  4.32
C  -1.48  -2.74  5.72
N  -1.04  -1.67  -0.45
C  -1.54  -1.81  -1.78
C  -2.88  -2.06  -2.01
C  -3.39  -2.16  -3.30
C  -2.54  -1.98  -4.38
C  -1.20  -1.69  -4.17
C  -0.69  -1.60  -2.88
O  0.60  -1.29  -2.60
C  1.53  -1.19  -3.67
H  2.60  -3.87  0.42
H  2.45  -5.32  -0.61
H  1.39  -5.12  0.81
H  1.45  -5.33  -2.90
H  -0.20  -6.78  -4.05
H  -2.53  -6.88  -3.22
H  -3.22  -5.47  -1.30
H  -2.21  -4.37  0.81
H  -1.19  -3.23  2.35
H  0.42  1.92  2.32
H  0.16  1.73  4.76
H  -0.64  -0.38  5.76
H  -1.88  -3.74  5.86
H  -2.19  -2.01  6.11
H  -0.53  -2.65  6.25
H  -3.55  -2.18  -1.17
H  -4.44  -2.36  -3.46
H  -2.92  -2.04  -5.39
H  -0.55  -1.52  -5.02
H  2.50  -1.03  -3.22
H  1.29  -0.35  -4.32
H  1.54  -2.11  -4.26

=====

Question: Which of these has the lowest total energy?
Answer: C35H29BrN8OSeTl